Here is a 14-piece molecular cluster, C52H80BrCl26FINO2 overall in a non-equilibrium geometry from the OMol25 dataset. Energies are from ωB97M-V with the def2-TZVPD basis set.

```
164
Properties=species:S:1:pos:R:3:forces:R:3:mulliken_charge:R:1
C 3.56058 2.31678 1.01090 0.738 0.034 0.029 -0.775
C 2.67793 3.70609 0.91932 0.299 0.181 -0.266 -0.355
C 1.55009 3.69065 -0.30086 -0.192 -0.018 0.818 -0.563
C 0.00100 3.94574 0.27222 0.885 -0.171 -0.003 -0.104
C -0.28238 2.75214 1.36406 -0.383 -0.150 -0.421 -0.031
C -1.81498 2.15572 1.34801 -2.940 -1.709 0.822 0.413
C -3.05246 2.69371 0.40680 -0.703 -3.319 2.604 -0.555
C -4.53945 1.95658 0.47127 1.573 -1.393 2.131 0.585
C -5.79728 2.43823 -0.49258 0.910 -0.746 -0.279 0.172
C -7.27773 2.16557 0.16122 -1.021 -2.952 -2.662 0.096
N -8.11590 1.21362 -0.41685 3.527 4.128 2.610 -0.631
C -4.86860 0.66871 1.48543 4.845 2.084 0.170 -0.774
C -3.61264 0.15639 2.41830 0.663 1.722 -1.444 0.181
C -2.10199 0.87357 2.38126 -2.597 0.743 -1.858 -0.273
C -0.92245 0.26477 3.39897 1.872 2.513 1.963 0.024
O -0.13015 1.06857 4.11249 -4.493 -4.971 -4.406 -0.578
C -0.87923 -1.40479 3.46702 -0.251 -2.402 0.089 0.303
C -2.38914 -2.12356 3.49947 1.747 -2.067 -0.231 0.598
C -2.57627 -3.75180 3.53040 4.515 2.485 0.003 -0.843
C -1.17327 -4.66205 3.53615 -0.200 3.208 0.626 0.682
C -1.41046 -6.30211 3.53741 -0.714 1.452 -0.038 -0.642
C -1.74179 -6.73249 1.98985 -1.240 -1.561 0.200 -0.070
C -1.08123 -8.15685 1.51586 0.088 0.549 0.060 -0.361
Br -1.21139 -5.30159 0.63626 -0.271 -1.018 0.718 -0.155
C 0.32266 -3.93792 3.54029 -3.647 1.929 -0.130 -0.772
I 2.05461 -5.34289 3.61882 -1.782 1.495 -0.034 0.099
C 0.53090 -2.27916 3.48989 -3.762 -1.745 0.539 0.525
C 2.01199 -1.57620 3.49532 -0.157 0.887 -0.554 0.508
C 2.99644 -2.05852 2.25210 1.237 -0.680 0.763 -0.553
F 2.67924 -1.74154 4.84084 -1.490 0.012 -3.056 -0.375
C -3.74658 -1.14718 3.45755 -3.058 -0.332 2.397 -0.103
O -4.82875 -1.37511 4.22682 6.673 1.215 -4.963 -0.584
H 3.14765 1.45350 0.30198 0.687 1.830 1.729 0.151
H 4.68173 2.49716 0.66620 -2.365 -0.317 0.670 0.310
H 3.63231 1.96615 2.14202 -0.284 0.507 -2.490 0.187
H 2.19720 3.88525 1.98780 0.883 -0.206 -2.403 0.235
H 3.40598 4.61095 0.66311 -1.520 -1.937 0.853 0.348
H 1.86907 4.50823 -1.09130 -0.843 -1.935 1.553 0.168
H 1.56477 2.60685 -0.75067 -0.063 2.162 0.553 0.251
H -0.74011 3.96756 -0.63840 1.410 -0.230 1.859 -0.050
H -0.07554 4.98149 0.81318 0.175 -1.951 -1.090 0.264
H 0.01475 3.13707 2.45297 -0.892 -1.079 -2.413 0.330
H 0.43194 1.84259 1.08274 -1.561 1.826 0.759 0.099
H -2.89905 3.60195 -0.32229 -0.347 -2.054 1.655 -0.081
H -5.61103 3.54100 -0.84796 -0.544 -2.222 0.971 -0.258
H -5.72545 1.76518 -1.47090 -0.210 1.324 2.041 0.205
H -7.57657 2.76581 1.12065 0.346 -1.331 -1.975 0.250
H -7.65813 0.78017 -1.25249 -0.102 0.660 0.864 0.262
H -5.91383 0.14451 1.55279 2.316 1.206 -0.206 0.275
H -3.63427 -4.27036 3.52746 2.422 1.294 0.064 0.212
H -0.55056 -6.90822 4.04957 -1.428 1.320 -1.313 0.241
H -2.39901 -6.50335 4.17163 2.170 0.520 -1.339 0.253
H -2.92470 -6.82800 1.87406 2.684 0.493 0.181 0.436
H -0.82170 -8.06473 0.36297 -0.430 -0.347 2.656 0.055
H -1.84631 -9.05251 1.66053 1.657 1.941 -0.120 0.280
H -0.10813 -8.31515 2.18282 -2.061 0.143 -1.733 -0.030
H 1.88841 -0.40566 3.36391 -0.073 -2.570 0.608 -0.028
H 3.79377 -2.83767 2.67883 -1.865 1.699 -0.845 0.100
H 2.43436 -2.60987 1.38585 0.794 1.253 1.742 0.296
H 3.65988 -1.16644 1.81778 -1.802 -1.821 1.060 0.076
Cl 5.23169 -0.85413 -0.62208 0.023 0.076 0.018 -0.105
C 6.25601 -2.25385 -1.02581 0.195 -0.306 -0.125 -0.217
C 5.95910 -3.45585 -0.14326 -0.069 -0.056 -0.297 -0.476
Cl 6.47002 -3.19442 1.54278 0.024 0.032 0.002 -0.206
H 7.30242 -1.94368 -0.94609 -0.256 -0.055 0.108 -0.002
H 6.05365 -2.50230 -2.07223 -0.045 -0.031 0.203 0.327
H 6.50758 -4.32953 -0.50798 -0.024 0.206 0.018 0.360
H 4.89235 -3.70038 -0.14051 0.192 0.150 0.048 0.297
Cl -11.91380 2.20687 1.49396 0.022 0.035 -0.009 -0.186
C -10.85173 1.76157 2.85232 0.170 -0.099 0.238 -0.350
C -10.57598 2.93830 3.77487 -0.172 -0.276 0.164 -0.472
Cl -9.55742 4.17639 2.99912 0.006 0.046 -0.050 -0.165
H -9.92677 1.34765 2.43919 -0.178 0.180 -0.003 0.224
H -11.36239 0.96742 3.40568 0.063 0.203 -0.030 0.319
H -10.03636 2.59604 4.66303 -0.049 -0.013 -0.201 0.283
H -11.50274 3.41867 4.10371 0.189 -0.080 -0.189 0.345
Cl 0.51035 6.70071 -1.49854 -0.101 0.271 -0.114 -0.175
C 0.04717 6.26445 -3.16184 -0.055 -0.013 -0.284 -0.524
C -1.41777 6.55701 -3.44508 0.212 0.192 -0.186 -0.534
Cl -2.50623 5.47352 -2.54319 -0.061 0.002 0.031 -0.101
H 0.28407 5.20703 -3.31451 -0.123 0.169 0.120 0.302
H 0.68011 6.85495 -3.83143 -0.181 -0.043 0.099 0.443
H -1.62880 6.40415 -4.50776 0.096 -0.040 0.176 0.322
H -1.67930 7.58892 -3.19109 0.067 -0.264 0.061 0.302
Cl 11.01085 -2.34930 -2.59782 -0.041 -0.157 0.030 -0.203
C 10.61679 -0.62893 -2.36016 0.037 0.322 0.010 -0.254
C 10.82769 -0.18534 -0.92120 0.158 0.124 -0.238 -0.373
Cl 9.64030 -0.91471 0.18797 0.001 -0.052 0.049 -0.152
H 9.58390 -0.46878 -2.68426 0.172 -0.107 0.155 0.401
H 11.27395 -0.05939 -3.02456 -0.178 -0.373 0.270 0.036
H 10.70680 0.89944 -0.84495 -0.028 -0.184 -0.080 0.238
H 11.82931 -0.44226 -0.56274 -0.242 -0.036 -0.109 0.360
Cl 1.98830 -9.33405 3.79824 0.022 0.011 -0.055 -0.081
C 3.05037 -9.77935 5.15661 0.174 -0.109 0.303 -0.520
C 3.32611 -8.60262 6.07916 -0.174 -0.220 0.131 -0.458
Cl 4.34468 -7.36453 5.30341 0.077 -0.066 -0.015 -0.179
H 3.97533 -10.19328 4.74348 -0.190 0.200 0.037 0.326
H 2.53971 -10.57351 5.70997 0.053 0.202 -0.038 0.287
H 3.86574 -8.94488 6.96732 -0.052 -0.003 -0.200 0.339
H 2.39936 -8.12225 6.40799 0.172 -0.064 -0.184 0.284
Cl -5.76162 8.29980 -2.68442 0.149 0.039 0.030 -0.205
C -6.77269 6.84891 -2.89449 -0.310 -0.200 0.135 0.038
C -7.45257 6.43090 -1.60032 -0.313 0.202 -0.222 -0.298
Cl -6.29150 5.80889 -0.40151 0.053 0.301 0.173 -0.189
H -6.14145 6.04965 -3.29482 -0.093 0.166 0.142 0.399
H -7.52734 7.09585 -3.64761 0.231 -0.048 0.501 -0.217
H -8.16519 5.62456 -1.79823 0.308 0.324 0.103 0.047
H -7.99804 7.26297 -1.14439 0.263 -0.084 -0.072 0.394
Cl -4.44444 -1.88205 -2.17308 0.009 0.072 0.038 -0.153
C -3.43389 -2.88673 -3.24119 0.169 -0.219 -0.196 -0.500
C -2.20851 -3.43249 -2.52534 -0.208 -0.222 -0.089 -0.217
Cl -1.03530 -2.15219 -2.12973 -0.011 0.019 0.053 -0.155
H -3.15734 -2.28504 -4.11241 -0.002 -0.059 0.262 0.326
H -4.06253 -3.71401 -3.58483 0.146 0.081 0.128 0.316
H -1.68968 -4.14866 -3.16962 -0.117 0.138 0.031 0.238
H -2.47872 -3.94397 -1.59629 0.009 0.207 -0.175 0.119
Cl -1.88915 -3.42766 6.88314 0.006 -0.031 0.142 -0.150
C -2.28321 -1.70729 7.12080 -0.064 0.352 0.036 -0.128
C -2.07231 -1.26370 8.55975 0.243 0.166 -0.255 -0.478
Cl -3.25970 -1.99308 9.66892 -0.023 -0.058 0.053 -0.206
H -3.31610 -1.54714 6.79670 0.173 -0.116 0.108 0.274
H -1.62605 -1.13776 6.45640 -0.015 -0.088 0.160 0.018
H -2.19320 -0.17892 8.63601 -0.036 -0.186 -0.098 0.344
H -1.07069 -1.52062 8.91822 -0.253 -0.050 -0.107 0.343
Cl 13.11085 0.79169 -6.05557 -0.055 -0.018 0.065 -0.167
C 12.71679 2.51206 -5.81791 -0.040 0.255 0.016 -0.448
C 12.92769 2.95565 -4.37896 0.281 0.264 -0.286 -0.492
Cl 11.74030 2.22628 -3.26979 0.106 0.347 -0.061 -0.184
H 11.68390 2.67221 -6.14201 0.199 -0.090 0.157 0.312
H 13.37395 3.08160 -6.48231 -0.059 -0.072 0.203 0.316
H 12.80680 4.04043 -4.30270 -0.042 -0.190 -0.070 0.327
H 13.92931 2.69873 -4.02049 -0.267 -0.060 -0.093 0.306
Cl -8.16162 6.60808 -5.85991 -0.086 -0.051 -0.397 -0.139
C -9.17269 5.15719 -6.06998 -0.254 -0.267 -0.070 -0.365
C -9.85257 4.73918 -4.77582 -0.235 0.084 -0.261 -0.685
Cl -8.69150 4.11716 -3.57700 -0.062 -0.279 -0.255 -0.073
H -8.54145 4.35793 -6.47032 -0.077 0.187 0.190 0.324
H -9.92734 5.40412 -6.82310 0.071 -0.023 0.203 0.309
H -10.56519 3.93284 -4.97373 0.171 0.114 -0.025 0.388
H -10.39804 5.57125 -4.31989 0.207 -0.126 -0.097 0.299
Cl 14.85074 -4.15710 -5.41511 0.016 -0.034 -0.029 -0.189
C 14.26580 -4.42858 -3.75512 -0.102 0.035 0.330 -0.223
C 15.39228 -4.79732 -2.80280 -0.153 0.264 0.079 -0.442
Cl 16.06149 -6.41173 -3.14624 0.034 -0.007 -0.032 -0.186
H 13.49566 -5.20531 -3.78875 0.253 0.102 -0.022 0.322
H 13.79444 -3.49610 -3.42959 0.134 -0.141 -0.013 0.103
H 15.01725 -4.82258 -1.77523 -0.030 -0.009 -0.206 0.295
H 16.21193 -4.07354 -2.84833 -0.179 -0.185 -0.106 0.317
Cl 0.23379 -7.13538 -2.44067 0.009 -0.003 0.090 -0.107
C 1.25810 -8.53510 -2.84440 0.140 -0.249 -0.159 -0.459
C 0.96119 -9.73710 -1.96185 -0.024 -0.064 -0.265 -0.583
Cl 1.47211 -9.47567 -0.27581 0.121 -0.050 -0.069 -0.111
H 2.30452 -8.22493 -2.76468 -0.251 -0.059 0.104 0.300
H 1.05575 -8.78354 -3.89082 -0.014 -0.034 0.204 0.308
H 1.50968 -10.61078 -2.32656 -0.037 0.199 0.013 0.364
H -0.10556 -9.98163 -1.95910 0.205 0.161 0.025 0.317
Cl -7.75191 11.26166 -1.17459 -0.008 -0.012 -0.027 -0.164
C -7.63070 12.27963 -2.63078 0.005 0.179 -0.189 -0.439
C -8.79109 12.05390 -3.58701 0.014 0.300 0.111 -0.509
Cl -8.73194 10.44458 -4.34775 -0.027 -0.064 0.010 -0.125
H -6.66808 12.07514 -3.10942 -0.251 -0.079 0.078 0.300
H -7.62704 13.31961 -2.29005 -0.094 -0.169 -0.082 0.324
H -8.75348 12.78821 -4.39729 0.083 -0.116 0.142 0.305
H -9.75617 12.15466 -3.08083 0.256 -0.104 -0.038 0.310
```
Positions in Å, forces in eV/Å.

## Properties
LUMO energy in eV: -1.156
Kohn-Sham gap in eV: 6.8716
2S+1: 1
Electronic energy in eV: -467229.299
Total charge: 0